# 1
A cluster of 8 separate species, C58H62F8O6 in total, computed with ωB97M-V/def2-TZVPD.

Each line ends with the Löwdin charge.
Positions of all 134 atoms, in Å:
F  -2.81  2.08  1.49  0.041
F  2.93  -0.71  -0.67  0.047
F  -2.21  2.76  7.92  0.040
F  -0.93  6.43  -5.09  0.053
F  5.74  5.11  -3.38  0.043
F  2.93  2.46  -6.07  0.048
F  -0.85  -3.07  1.09  -0.027
F  -6.39  -6.00  1.21  0.045
O  -1.92  -1.21  4.92  0.118
O  -4.21  -1.86  -0.03  -0.026
O  2.60  -3.34  2.86  0.112
O  -4.63  -0.72  -1.88  0.113
O  -1.38  -0.70  2.80  -0.006
O  3.96  -2.92  1.12  -0.018
C  3.71  -1.06  -6.25  -0.076
C  -4.77  -9.02  0.08  -0.082
C  -0.86  2.43  -4.17  -0.086
C  0.25  3.22  -3.92  -0.079
C  -1.05  2.08  7.78  -0.293
C  -3.63  -1.34  3.24  -0.067
C  -3.93  -2.86  3.17  -0.144
C  1.03  -0.76  3.33  -0.093
C  -5.62  -7.11  1.21  -0.289
C  3.47  -4.10  0.46  -0.211
C  -2.00  3.00  -4.73  -0.078
C  -4.05  -9.36  1.21  -0.095
C  5.70  7.33  -6.23  -0.083
C  3.28  -2.56  2.23  -0.492
C  -4.70  -0.78  -0.68  -0.522
C  4.48  6.99  -6.79  -0.092
C  0.24  4.57  -4.23  -0.016
C  -5.09  -2.58  0.87  -0.157
C  -4.24  -3.44  1.79  -0.150
C  3.42  -1.32  -7.58  -0.097
C  0.10  0.10  7.14  -0.083
C  3.45  -1.10  2.57  -0.084
C  1.30  0.71  7.47  -0.094
C  -3.93  4.54  4.57  -0.088
C  -2.03  4.35  -5.04  -0.018
C  -3.18  2.88  2.51  -0.283
C  -4.21  3.77  2.30  -0.020
C  5.33  5.73  -4.51  -0.279
C  3.01  1.48  -1.52  -0.010
C  -5.56  -7.88  0.07  -0.015
C  -4.12  -8.57  2.35  -0.081
C  -2.25  -1.09  3.76  -0.469
C  2.96  -0.30  -8.40  -0.084
C  -0.03  -1.93  1.25  -0.278
C  5.37  0.83  -2.84  -0.091
C  -5.26  0.36  0.14  0.016
C  0.13  2.71  8.12  -0.021
C  3.67  2.43  -2.29  -0.082
C  -0.44  -0.90  0.20  0.009
C  -0.91  5.11  -4.78  -0.287
C  -1.10  0.79  7.30  -0.017
C  -4.59  4.60  3.35  -0.083
C  3.09  1.21  -6.57  -0.272
C  -2.89  3.63  4.75  -0.066
C  4.13  -5.39  0.97  -0.056
C  4.74  -0.13  -2.06  -0.014
C  -4.91  -7.43  2.35  -0.022
C  2.79  0.98  -7.90  -0.015
C  3.69  6.01  -6.20  -0.073
C  4.11  5.37  -5.05  -0.023
C  4.84  2.11  -2.96  -0.097
C  2.16  -0.29  2.40  -0.155
C  -2.51  2.78  3.72  -0.002
C  6.14  6.70  -5.07  -0.017
C  1.32  2.01  7.96  -0.087
C  -0.17  -1.50  2.70  -0.220
C  3.55  0.21  -5.73  -0.006
C  3.57  0.22  -1.42  -0.272
H  1.09  5.21  -4.05  0.107
H  2.39  -4.16  0.55  0.113
H  -2.91  4.81  -5.47  0.117
H  4.50  -5.98  0.14  0.069
H  -6.13  -7.60  -0.80  0.118
H  -3.57  -8.83  3.24  0.105
H  -4.32  -0.88  3.96  0.130
H  -1.71  2.07  3.84  0.113
H  -5.72  -3.20  0.24  0.129
H  -4.71  -9.63  -0.81  0.105
H  -2.87  2.38  -4.92  0.107
H  2.23  0.16  7.35  0.099
H  -4.56  0.71  0.89  0.059
H  -6.18  0.06  0.64  0.086
H  2.09  1.70  -1.00  0.119
H  4.27  -0.69  1.98  0.119
H  -4.98  -6.79  3.22  0.116
H  -0.34  -2.41  3.28  0.154
H  -4.81  -4.36  1.96  0.086
H  -2.38  3.59  5.70  0.088
H  2.43  0.73  2.69  0.117
H  6.28  0.57  -3.37  0.113
H  -0.84  1.38  -3.93  0.103
H  3.25  3.42  -2.38  0.102
H  -3.33  -3.72  1.27  0.115
H  -3.43  -10.25  1.21  0.101
H  2.42  1.79  -8.51  0.117
H  0.61  0.11  3.84  0.115
H  4.94  -5.13  1.64  0.081
H  -4.70  3.81  1.34  0.116
H  -1.08  -1.38  -0.54  0.092
H  -4.23  5.19  5.38  0.103
H  3.71  -3.95  -0.59  0.117
H  6.32  8.08  -6.69  0.105
H  3.52  4.60  -4.58  0.089
H  -3.04  -3.39  3.53  0.115
H  -5.70  -1.87  1.44  0.118
H  2.74  5.74  -6.64  0.108
H  -4.71  -3.13  3.88  0.113
H  0.12  3.73  8.48  0.116
H  0.98  -2.27  1.04  0.121
H  1.14  2.78  -3.49  0.079
H  -2.04  0.34  7.05  0.113
H  1.86  -0.23  1.36  0.079
H  2.26  2.48  8.22  0.103
H  3.54  -2.32  -7.98  0.100
H  7.08  6.95  -4.61  0.117
H  -5.47  1.17  -0.56  0.092
H  5.13  -1.13  -1.96  0.120
H  -5.40  5.31  3.20  0.105
H  4.06  -1.86  -5.61  0.104
H  2.73  -0.50  -9.44  0.104
H  1.44  -1.39  4.12  0.114
H  -3.72  -0.85  2.27  0.096
H  0.07  -0.90  6.75  0.101
H  4.14  7.48  -7.70  0.102
H  3.78  0.44  -4.70  0.084
H  0.44  -0.51  -0.32  0.057
H  5.33  2.85  -3.57  0.091
H  3.40  -5.98  1.53  0.074
H  3.74  -1.06  3.62  0.129
H  -0.97  -0.05  0.64  0.077

***

# 2
A structure of composition C58H67InN11O3, computed with ωB97M-V/def2-TZVPD.

Its net charge is -1.

Each line ends with the Löwdin charge.
Positions of all 140 atoms, in Å:
In  -4.43  4.98  -0.19  0.407
O  1.70  1.60  -1.52  0.068
O  -4.32  1.73  -1.83  0.077
O  0.66  2.88  0.01  -0.017
N  3.34  3.35  -5.23  0.056
N  -0.06  -2.48  -0.40  0.065
N  -7.81  2.95  3.37  0.076
N  0.48  -7.04  3.01  0.056
N  2.71  0.47  3.79  0.060
N  5.83  -2.71  1.64  0.059
N  0.08  8.10  -1.98  0.072
N  -2.14  -6.48  -3.53  0.060
N  2.90  -8.23  -0.34  0.058
N  -3.98  9.00  0.06  0.075
N  -3.25  -0.01  -0.71  0.083
C  0.07  -6.87  4.27  -0.147
C  -0.31  -7.91  5.10  -0.075
C  6.83  -5.02  2.83  -0.085
C  -1.28  4.37  -0.20  -0.284
C  1.16  8.26  -2.74  -0.154
C  4.08  1.90  5.13  -0.078
C  2.85  1.40  4.73  -0.150
C  -9.44  2.78  5.12  -0.086
C  -7.67  1.63  3.42  -0.141
C  -8.38  0.82  4.29  -0.078
C  3.58  1.07  -4.54  -0.066
C  0.49  10.43  -3.46  -0.096
C  -4.31  11.74  0.43  -0.099
C  3.04  2.34  -4.40  -0.133
C  3.81  0.01  3.21  -0.153
C  4.19  3.10  -6.22  -0.173
C  -0.65  10.28  -2.67  -0.074
C  5.49  -4.93  2.46  -0.072
C  -0.26  -9.21  4.60  -0.085
C  -4.26  1.85  0.57  -0.257
C  3.98  -7.63  -0.83  -0.153
C  5.09  0.44  3.55  -0.072
C  1.24  0.64  0.62  0.013
C  -5.23  3.04  0.60  -0.330
C  5.05  -3.76  1.87  -0.149
C  5.22  1.41  4.53  -0.086
C  -1.24  -7.70  -5.38  -0.083
C  0.16  -9.40  3.30  -0.074
C  0.01  -7.14  -5.17  -0.087
C  0.17  -6.25  -4.13  -0.069
C  7.11  -2.81  2.00  -0.162
C  3.77  -10.31  -1.15  -0.072
C  1.23  -4.93  -0.71  -0.101
C  -8.68  3.51  4.22  -0.151
C  5.00  -8.29  -1.49  -0.068
C  4.89  -9.67  -1.66  -0.080
C  -2.44  4.76  -1.15  -0.320
C  -4.38  11.18  -0.84  -0.087
C  -3.97  1.26  -0.78  -0.510
C  0.82  -2.68  -1.38  -0.148
C  0.32  -4.73  0.32  -0.065
C  0.52  -8.29  2.55  -0.147
C  -4.07  10.90  1.51  -0.080
C  1.49  -3.88  -1.58  -0.094
C  -2.28  -7.34  -4.53  -0.162
C  -0.81  9.10  -1.96  -0.134
C  -0.30  -3.49  0.42  -0.137
C  1.25  1.74  -0.40  -0.542
C  -4.21  9.81  -0.97  -0.166
C  4.46  0.82  -5.58  -0.094
C  -9.28  1.41  5.16  -0.098
C  -0.93  -5.95  -3.34  -0.138
C  -0.42  3.32  -0.88  -0.172
C  1.41  9.39  -3.49  -0.086
C  4.77  1.86  -6.44  -0.093
C  2.81  -9.55  -0.51  -0.154
C  -3.91  9.54  1.27  -0.149
C  7.65  -3.94  2.59  -0.078
H  -2.18  5.68  -1.67  0.010
H  -3.70  -0.64  -1.38  0.069
H  0.04  -5.85  4.62  0.107
H  8.70  -3.96  2.86  0.098
H  4.41  3.94  -6.87  0.096
H  3.30  0.29  -3.83  0.098
H  3.64  -11.38  -1.26  0.100
H  -4.44  12.80  0.58  0.096
H  -4.01  11.29  2.52  0.093
H  0.65  11.33  -4.03  0.097
H  1.72  -5.88  -0.82  0.075
H  5.66  -10.22  -2.17  0.105
H  -4.27  9.33  -1.94  0.112
H  2.35  2.56  -3.60  0.088
H  6.20  1.77  4.82  0.101
H  -6.96  1.21  2.72  0.100
H  1.12  -5.78  -3.93  0.089
H  -1.68  8.94  -1.34  0.087
H  -10.13  3.29  5.79  0.094
H  -8.23  -0.26  4.28  0.096
H  -2.29  0.12  -1.01  0.059
H  0.10  -5.52  1.03  0.073
H  -6.12  2.76  0.02  0.027
H  4.01  -3.66  1.57  0.104
H  2.31  9.46  -4.09  0.094
H  -3.27  -7.75  -4.67  0.100
H  4.03  -6.55  -0.68  0.099
H  2.20  -3.98  -2.39  0.096
H  -9.86  0.81  5.85  0.097
H  3.67  -0.75  2.44  0.091
H  1.01  -1.83  -2.03  0.107
H  -5.57  5.55  -1.47  -0.135
H  -1.40  11.05  -2.62  0.093
H  4.13  2.66  5.90  0.097
H  0.21  -10.39  2.87  0.098
H  -4.57  11.80  -1.71  0.094
H  -4.64  0.99  1.15  0.094
H  7.73  -1.94  1.80  0.101
H  7.21  -5.92  3.30  0.103
H  -1.02  -3.29  1.21  0.108
H  1.93  1.76  5.18  0.105
H  -3.29  2.09  1.03  0.105
H  -1.02  2.44  -1.13  0.117
H  0.84  -7.40  -5.81  0.101
H  -4.46  6.21  1.11  -0.135
H  0.37  0.02  0.39  0.073
H  -8.77  4.59  4.15  0.104
H  -1.63  4.00  0.77  0.085
H  4.89  -0.16  -5.71  0.098
H  1.92  -10.01  -0.10  0.098
H  0.00  3.74  -1.79  0.126
H  -5.57  3.16  1.63  0.001
H  4.81  -5.75  2.63  0.102
H  -2.54  3.98  -1.92  0.017
H  -1.42  -8.41  -6.18  0.096
H  1.14  1.00  1.64  0.068
H  -0.85  -5.25  -2.51  0.092
H  1.85  7.42  -2.75  0.104
H  0.86  -8.40  1.52  0.081
H  -0.64  5.24  -0.02  0.103
H  2.15  0.05  0.49  0.075
H  5.45  1.72  -7.27  0.092
H  5.85  -7.75  -1.87  0.103
H  -0.55  -10.05  5.22  0.103
H  -3.72  8.84  2.08  0.098
H  -0.63  -7.71  6.11  0.100
H  5.95  0.02  3.05  0.087

***

# 3
A cluster of 7 separate species, C58H70BN10O11P3S in total in a non-equilibrium geometry, computed with ωB97M-V/def2-TZVPD.

Each line ends with the Löwdin charge.
Positions of all 154 atoms, in Å:
S  1.77  0.49  -4.64  0.656
P  1.61  3.07  -1.36  0.910
P  0.81  -2.37  5.62  0.749
P  -1.38  -0.89  -4.04  0.764
O  -5.03  -3.38  5.20  -0.026
O  -3.89  -0.72  -2.68  0.079
O  -2.65  -0.61  1.45  0.121
O  2.50  3.07  0.03  -0.316
O  2.62  1.36  -5.40  -0.340
O  0.24  2.95  1.39  0.132
O  -5.62  -4.69  3.48  0.098
O  2.37  -0.34  -3.63  -0.351
O  0.18  -1.98  6.91  -0.422
O  -2.01  0.04  -5.00  -0.408
O  3.64  1.97  2.64  0.139
N  0.20  7.51  2.59  0.057
N  5.15  5.45  -2.58  0.053
N  2.21  3.39  3.97  -0.047
N  -4.93  -1.34  -0.78  -0.128
N  2.77  2.56  -2.53  -0.143
N  -2.89  3.73  -1.49  0.069
N  4.41  -3.74  7.13  0.052
N  -1.76  -4.10  -5.93  0.052
N  3.85  -0.29  4.76  -0.080
N  -1.48  -8.20  -9.22  0.048
C  -2.02  -5.23  -6.58  -0.157
C  -1.42  -0.57  -1.25  -0.114
C  4.33  8.08  -2.13  -0.078
C  -2.69  -4.02  4.77  -0.176
C  -0.49  -0.29  2.36  -0.017
C  0.46  1.47  -3.88  -0.235
C  0.21  1.77  1.22  -0.280
C  -1.08  -8.38  -10.48  -0.150
C  -4.93  -2.47  0.15  -0.064
C  -3.09  2.63  -2.22  -0.154
C  -1.00  0.09  -0.08  -0.017
C  2.56  0.11  5.33  -0.199
C  -2.83  -4.08  -8.50  -0.072
C  -3.63  2.64  -3.50  -0.053
C  -1.14  8.49  0.36  -0.080
C  0.44  1.63  -1.32  -0.197
C  -0.58  -8.41  -8.27  -0.155
C  -1.36  -2.46  3.35  -0.155
C  5.00  0.47  5.28  -0.107
C  -0.10  1.15  -0.12  -0.059
C  -3.23  4.89  -2.04  -0.162
C  2.52  4.57  3.13  -0.037
C  -5.30  -0.06  -0.14  -0.042
C  -0.22  6.70  1.62  -0.144
C  -3.93  -4.21  5.62  -0.168
C  -0.42  -1.28  3.35  -0.113
C  1.13  -8.97  -9.83  -0.079
C  0.01  0.98  -2.50  -0.222
C  -0.72  9.35  1.36  -0.078
C  3.87  -4.44  9.36  -0.069
C  5.28  7.78  -3.10  -0.073
C  0.60  -1.13  4.31  -0.174
C  0.73  -8.79  -8.52  -0.068
C  -2.40  -1.73  -1.21  -0.049
C  4.24  5.75  -1.65  -0.162
C  -1.50  -0.32  1.27  -0.259
C  5.55  -4.41  7.23  -0.157
C  0.89  3.50  4.61  -0.061
C  -0.88  -0.10  -2.46  -0.190
C  3.59  -3.77  8.18  -0.156
C  5.07  -5.14  9.45  -0.082
C  -3.78  5.01  -3.30  -0.072
C  -3.80  -1.24  -1.60  -0.421
C  1.48  -0.04  4.30  -0.133
C  -2.57  -2.89  -7.84  -0.057
C  -0.05  8.81  2.45  -0.158
C  -5.47  -3.62  3.97  -0.369
C  -3.98  3.87  -4.05  -0.069
C  -0.89  7.13  0.49  -0.062
C  0.40  0.79  2.34  -0.023
C  0.20  -8.76  -10.84  -0.072
C  1.39  0.95  3.29  0.030
C  -2.55  -5.28  -7.86  -0.070
C  -2.27  -2.56  4.59  -0.171
C  5.65  6.46  -3.29  -0.154
C  5.93  -5.13  8.36  -0.075
C  -2.03  -2.96  -6.57  -0.169
C  3.80  7.04  -1.39  -0.060
B  2.42  2.16  3.31  -0.599
H  -2.81  1.69  -1.76  0.082
H  -4.24  -5.25  5.56  0.122
H  1.76  5.33  3.24  0.061
H  0.34  -3.60  5.14  0.023
H  -5.81  -2.37  0.78  0.086
H  -1.99  -2.49  2.47  0.094
H  3.19  2.40  0.00  0.060
H  -2.74  -6.23  -8.34  0.078
H  2.21  -2.56  5.71  0.015
H  5.72  8.57  -3.70  0.100
H  6.87  -5.66  8.39  0.100
H  3.17  -4.42  10.18  0.103
H  -1.88  -4.64  5.14  0.116
H  2.38  -0.56  6.17  0.080
H  -1.82  -2.15  5.49  0.093
H  0.47  -8.89  -11.88  0.101
H  1.14  -0.29  -5.55  0.063
H  0.00  5.64  1.76  0.088
H  -4.41  3.92  -5.04  0.107
H  3.45  1.48  1.84  0.086
H  -3.25  -4.08  -9.50  0.106
H  6.38  6.19  -4.04  0.103
H  6.20  -4.38  6.36  0.102
H  5.66  0.79  4.48  0.076
H  -4.88  0.77  -0.69  0.078
H  -1.79  -6.14  -6.04  0.094
H  -5.07  -3.40  -0.39  0.096
H  -2.35  -2.19  -0.23  0.095
H  4.02  9.10  -1.96  0.105
H  5.32  -5.68  10.35  0.105
H  0.85  4.45  5.14  0.091
H  -4.05  5.99  -3.69  0.100
H  -3.06  5.77  -1.42  0.086
H  2.14  -9.27  -10.07  0.106
H  -2.91  -4.40  3.77  0.113
H  -3.76  1.72  -4.05  0.090
H  2.57  1.12  5.75  0.120
H  -6.38  0.06  -0.22  0.087
H  -5.71  -2.71  3.41  0.139
H  -3.18  -2.02  4.36  0.114
H  -3.71  -4.02  6.67  0.131
H  1.42  -8.94  -7.70  0.102
H  3.05  7.21  -0.62  0.103
H  -0.20  -1.49  -4.52  0.021
H  3.83  -0.19  3.76  0.083
H  4.71  1.35  5.85  0.079
H  3.02  1.59  -2.33  0.038
H  -5.04  -0.03  0.91  0.075
H  -2.77  -1.93  -8.30  0.107
H  2.67  -3.21  8.07  0.087
H  5.59  -0.17  5.93  0.068
H  -1.67  8.87  -0.51  0.104
H  0.83  2.48  -3.84  0.073
H  0.30  9.45  3.25  0.101
H  0.07  3.49  3.90  0.085
H  -1.20  6.42  -0.27  0.084
H  -2.09  -2.49  -1.90  0.110
H  -1.84  -8.20  -11.24  0.104
H  -0.75  -3.36  3.31  0.108
H  0.75  2.74  5.37  0.084
H  2.57  4.30  2.08  0.058
H  -4.08  -2.50  0.82  0.060
H  3.48  4.98  3.42  0.089
H  -2.23  -1.96  -3.78  0.032
H  -0.93  -8.26  -7.25  0.097
H  3.86  4.90  -1.09  0.063
H  -1.81  -2.05  -6.01  0.026
H  -0.89  10.41  1.29  0.099
H  3.63  3.08  -2.35  0.028
H  -0.41  1.48  -4.54  0.086

***

The records above yield DFT total energy values of -3497.68318; -3268.37224; -5074.47478 hartree, respectively.
The records above yield orbital gap values of 0.3593; 0.2046; 0.2801 hartree, respectively.